# 1
A single C2H3ClFNO2S molecule. Source: the Open Molecules 2025 dataset; level of theory: ωB97M-V with the def2-TZVPD basis set.

The geometry in XYZ format:
```
11
Properties=species:S:1:pos:R:3:forces:R:3:nbo_charge:R:1
C -0.60034 -0.11809 0.24466 -0.572 -2.095 0.707 0.59
C -1.91497 -0.15156 -0.40419 1.226 0.415 -4.283 -0.74
N 2.60698 0.07209 1.67142 0.064 1.085 0.266 -0.87
O 0.14025 0.80696 0.18316 0.149 2.342 -0.233 -0.55
O 1.83288 -0.69270 -0.63734 0.643 -0.048 -1.894 -0.91
F 2.35861 1.72113 -0.46689 -0.312 -1.813 0.971 -0.48
S 2.11665 0.28366 0.35229 1.837 0.691 0.022 2.11
Cl -0.07844 -1.49938 1.13509 -1.055 -0.685 0.421 0.05
H -1.82806 0.76223 -1.08813 -1.151 -0.538 1.575 0.26
H -2.68878 -0.27831 0.31143 -0.939 0.120 0.173 0.27
H -1.94479 -0.90604 -1.30151 0.110 0.525 2.275 0.28
```
Positions in Å, forces in eV/Å.

Values from the calculation:
LUMO ... -0.6 eV
Spin multiplicity ... 1
Total energy ... -1241.34456 a.u.
HOMO energy ... -10.45 eV



# 2
2 unconnected molecules or ions with the total composition C2H3ClIN. Source: the Open Molecules 2025 dataset; level of theory: ωB97M-V with the def2-TZVPD basis set.

The geometry in XYZ format:
```
8
Properties=species:S:1:pos:R:3:forces:R:3:nbo_charge:R:1
C -0.31205 -1.02903 0.20245 1.171 -0.129 0.469 0.06
C -1.66307 0.97301 -0.17191 -0.548 0.244 -0.303 -0.15
N -1.12778 -0.16173 -0.05698 -0.020 0.382 0.059 -0.33
Cl -0.51948 -2.68411 -0.05251 -0.478 -0.485 -0.254 0.03
I 4.23703 0.54187 0.04734 0.501 0.525 -0.217 -0.11
H -2.27365 1.37182 0.62064 -0.107 -0.021 0.190 0.20
H -1.54062 1.53765 -1.08274 0.036 0.009 -0.158 0.20
H 3.19962 -0.54948 0.49370 -0.556 -0.525 0.214 0.11
```
Positions in Å, forces in eV/Å.

Values from the calculation:
LUMO (alpha / beta) ... 0.2 / 0.2 eV
Spin multiplicity ... 1
Total energy ... -890.54099 a.u.
HOMO energy (alpha / beta) ... -8.44 / -8.44 eV



# 3
2 unconnected molecules or ions with the total composition C2H3ClN. Source: the Open Molecules 2025 dataset; level of theory: ωB97M-V with the def2-TZVPD basis set.

The geometry in XYZ format:
```
7
Properties=species:S:1:pos:R:3:forces:R:3:nbo_charge:R:1
C 0.57436 -1.65987 -0.06887 2.367 -1.023 -0.235 0.44
C -1.05581 0.16211 0.47091 -0.213 -1.951 0.543 -0.01
N -0.11005 -0.77394 0.14968 -1.212 0.413 0.005 -0.26
Cl -2.63577 -0.24622 0.01181 0.921 0.680 0.193 0.23
H 1.44192 -2.35945 -0.22524 -1.400 0.734 0.002 0.33
H -0.77910 0.63467 1.40506 -0.478 0.698 -0.185 0.26
H -0.81893 2.11941 -0.92693 0.016 0.450 -0.323 0.01
```
Positions in Å, forces in eV/Å.

Values from the calculation:
Net charge ... +1
LUMO (alpha / beta) ... -5.4 / -7.4 eV
Spin multiplicity ... 3
Total energy ... -592.44280 a.u.
HOMO energy (alpha / beta) ... -14.04 / -17.27 eV



# 4
2 unconnected molecules or ions with the total composition C2H3ClN2. Source: the Open Molecules 2025 dataset; level of theory: ωB97M-V with the def2-TZVPD basis set.

The geometry in XYZ format:
```
8
Properties=species:S:1:pos:R:3:forces:R:3:nbo_charge:R:1
C -0.71269 -0.17134 -1.56674 0.181 1.070 5.190 0.00
C -0.19508 -0.31338 0.59901 0.367 1.610 -1.074 0.09
N -0.90404 -0.49254 -2.63431 -0.453 -0.776 -3.157 -0.49
N 0.71896 0.68561 0.84262 0.556 -0.298 -1.254 -0.76
Cl 0.38082 -1.85637 0.33355 0.559 -1.353 0.531 0.12
H -1.06250 -0.21846 1.31322 0.463 -0.190 -1.602 0.24
H 0.20438 1.54043 0.89274 -0.002 0.779 0.357 0.39
H 1.57015 0.82605 0.21991 -1.672 -0.842 1.007 0.42
```
Positions in Å, forces in eV/Å.

Values from the calculation:
LUMO (alpha / beta) ... -0.6 / -0.6 eV
Spin multiplicity ... 1
Total energy ... -647.60017 a.u.
HOMO energy (alpha / beta) ... -10.12 / -10.12 eV